# C2HNOS

A 2-piece molecular cluster, C2HNOS overall in a non-equilibrium geometry (ωB97M-V/def2-TZVPD, the OMol25 dataset).

Each line ends with the Mulliken charge.
Cartesian coordinates (Å):
C: -2.16903 -0.24285 0.01117  0.470
C: 0.56146 -0.48134 0.69116  0.246
N: -2.81638 0.17778 -0.85070  -0.530
O: -1.63958 -0.62971 1.00069  -0.584
S: 1.13498 -1.19692 1.90617  -0.030
H: 0.16727 0.23391 0.02559  0.428

For the LUMO energy (alpha / beta), the calculation gives -2.74 / -2.74 eV. The total energy is -16458.635 eV. Its energy above the lowest of the compared OMol25 structures with the same formula, charge and spin is 3.899 eV.